(1)
A structure of composition C28H42B2BeBrCaClF3KN2O14S2 in a non-equilibrium geometry. Source: OMol25; level of theory: the ωB97M-V functional and the def2-TZVPD basis.

Its LUMO energy is -3.92 eV. The HOMO-LUMO gap comes out at 0.7 eV. The total energy comes out at -7726.84463 a.u. Its HOMO energy is -4.62 eV.

XYZ file:
```
98
Properties=species:S:1:pos:R:3:forces:R:3:mulliken_charge:R:1
C -3.876839 6.333157 0.454780 0.2 -0.2 -0.2 -0.975
B -2.570082 6.429706 -0.420952 -0.6 0.2 0.0 0.442
O -2.501134 7.283197 -1.472593 0.1 -0.6 -0.3 -0.600
C -1.268724 5.580382 -0.097317 0.3 0.7 0.8 0.704
C -0.441126 5.997113 0.960004 0.5 -0.3 0.1 -0.345
C 0.694327 5.269576 1.321614 -0.5 0.4 -0.5 -1.189
C 1.002358 4.137834 0.607137 0.8 -0.3 0.6 0.119
O 2.072270 3.409276 0.923911 -0.8 0.1 -0.2 -0.519
C 1.801680 1.985487 1.185798 0.3 -0.7 0.4 -0.527
C 1.345439 1.668367 2.622012 0.6 -1.1 -0.1 1.404
C 2.103467 0.362979 3.019162 -0.4 0.1 -0.1 -1.873
C -0.163201 1.363387 2.744707 -0.2 0.1 1.2 0.939
C -1.066967 2.600413 2.655417 -0.3 -0.2 -0.5 -1.134
C -0.465644 0.685842 4.115842 0.2 0.9 -0.2 -1.593
N 0.225686 3.774532 -0.416851 0.3 0.2 0.1 0.203
C -0.894852 4.444019 -0.778328 -0.7 0.0 -0.7 0.157
C -1.666019 3.858277 -1.918672 0.3 -0.6 -0.1 -1.571
C -2.372038 2.532351 -1.549084 -0.2 -0.2 -0.4 -0.913
C -1.402235 1.428031 -1.129813 -0.1 0.6 -0.5 0.712
C -1.932795 0.008581 -1.183036 1.4 -1.0 1.2 -0.978
N -0.850354 -0.902513 -0.710937 -0.6 0.4 0.1 -0.390
H -3.702619 6.691793 1.475290 0.1 -0.1 0.0 0.317
H -4.208797 5.291815 0.523316 0.0 0.1 0.2 0.297
H -4.701585 6.925025 0.050343 0.0 0.0 0.0 0.320
H -3.384752 7.530691 -1.766370 0.0 0.5 0.1 0.333
H -0.650470 6.892862 1.534054 -0.3 0.0 -0.1 0.439
H 1.360480 5.535537 2.123488 -1.4 -0.5 -1.8 0.835
H 1.084768 1.552898 0.481991 0.0 0.3 -0.2 -0.091
H 2.749217 1.490794 0.987646 0.0 0.3 -0.1 0.460
H 1.702516 2.437877 3.321261 -0.3 0.2 -0.1 -0.187
H 2.125894 0.218371 4.096291 0.0 0.2 0.0 0.334
H 3.129143 0.345242 2.650886 -0.1 0.0 0.0 0.523
H 1.532651 -0.469002 2.596991 0.4 -0.2 -0.1 0.486
H -0.396057 0.603982 1.988563 -0.1 0.4 -0.3 -0.284
H -1.247447 2.930553 1.625155 0.1 0.1 0.1 -0.021
H -0.689397 3.444038 3.242592 0.1 -0.1 0.0 0.236
H -2.053041 2.356341 3.054306 0.0 0.1 -0.1 0.538
H -1.513272 0.825439 4.385460 0.0 -0.2 -0.2 0.483
H 0.110748 1.232912 4.868262 0.0 -0.4 0.2 0.277
H -0.233680 -0.374966 4.120353 0.1 0.1 0.2 0.396
H 0.519422 2.948235 -0.927408 -0.2 -0.1 -0.2 0.485
H -2.366637 4.561527 -2.366537 0.1 0.2 0.3 0.489
H -0.934929 3.609522 -2.699974 -0.1 0.1 0.0 0.435
H -3.167134 2.683957 -0.812458 0.1 0.1 0.1 0.380
H -2.866954 2.196992 -2.466743 0.0 0.1 0.1 0.484
H -0.560152 1.460417 -1.844924 0.0 -0.2 0.1 0.512
H -0.991020 1.635957 -0.136782 -0.2 -0.2 0.1 -0.523
H -2.136099 -0.333165 -2.186741 -0.6 0.5 -0.1 -0.140
H -2.763405 -0.162678 -0.495981 -0.3 0.3 -0.4 0.554
H -1.041918 -1.210604 0.231552 0.2 -0.2 0.0 0.245
H 0.047913 -0.438630 -0.737015 0.2 -0.3 -0.2 0.160
C 3.349560 4.898568 7.589423 0.0 0.0 -0.1 -0.423
C 2.598021 3.809833 7.363043 0.0 0.0 -0.2 -0.545
C 2.861351 2.916133 6.221259 0.1 0.0 0.1 0.435
O 2.172464 1.925685 6.010383 -0.1 -0.1 -0.1 -0.581
C 3.989111 3.268049 5.336428 -0.3 0.1 -0.1 -0.235
C 4.744531 4.359974 5.564894 -0.2 0.2 -0.1 -0.632
C 4.477031 5.253641 6.708598 0.1 -0.1 0.1 0.360
O 5.161762 6.248210 6.911038 0.0 0.2 -0.1 -0.607
H 3.165728 5.563772 8.423801 0.0 0.0 0.0 0.426
H 1.767908 3.537952 8.003011 0.0 0.0 0.0 0.459
H 4.171479 2.601499 4.500425 0.1 -0.1 0.1 0.470
H 5.576287 4.633214 4.924742 0.1 -0.1 0.1 0.486
C -0.767960 -3.899933 -4.773708 -0.4 0.1 -0.2 -0.757
C -0.045575 -3.188374 -5.934828 0.6 0.3 -0.4 -0.194
C -0.821620 -1.880455 -6.186349 -1.0 -1.1 -0.1 -0.841
S -1.568056 -1.411204 -4.595911 0.4 -1.0 1.8 1.302
O -2.994172 -1.460683 -4.741236 -0.1 0.6 -0.5 -0.694
O -0.895427 -0.230229 -4.104385 -0.3 0.6 -0.8 -0.592
C -1.003286 -2.843990 -3.710453 0.4 0.0 0.2 -0.275
H -0.187326 -4.732200 -4.363242 0.0 0.9 -0.7 -0.177
H -1.723106 -4.300757 -5.123595 0.0 0.0 0.0 0.304
H 1.005489 -2.966217 -5.637100 -0.1 -0.3 0.5 0.096
H -0.004246 -3.813202 -6.835670 -0.1 -0.1 0.0 0.364
H -0.182043 -1.080387 -6.502396 -3.4 1.2 1.9 0.351
H -1.624257 -2.018650 -6.914154 0.0 0.2 0.0 0.335
H -1.762184 -3.132442 -2.978103 -0.1 -0.1 -0.1 0.655
H -0.062059 -2.585157 -3.207186 0.0 0.1 -0.1 0.256
Br 0.079010 -6.164177 -2.826869 2.2 -3.2 1.8 0.486
Be 1.178600 -7.784611 -2.100874 -2.2 -0.1 -0.4 0.307
B -1.380324 -12.825670 -1.290456 -1.5 -1.7 -0.4 0.599
O -0.585487 -11.773417 -2.036032 0.4 0.6 0.3 -0.375
C -0.102165 -10.952781 -1.179465 -0.4 -0.3 -0.8 0.527
O 0.595463 -9.984684 -1.457057 1.1 2.3 -0.4 -0.726
C -0.520389 -11.364677 0.234877 -0.4 -0.4 1.0 0.646
O -0.216364 -10.787095 1.243955 0.2 0.3 -0.1 -0.618
O -1.256718 -12.444481 0.151778 0.5 0.7 -0.4 -0.420
F -0.833158 -14.065293 -1.506118 0.4 0.3 0.1 -0.323
F -2.708155 -12.780862 -1.689355 1.0 1.4 0.8 -0.266
Cl -2.589693 -5.589855 -2.107068 -0.6 0.6 -0.1 -0.749
F -3.470372 -14.427443 -2.651266 -0.6 -1.1 -0.7 -0.474
K 2.327377 6.004454 3.617638 1.6 0.3 2.2 0.968
Ca 1.231048 -1.213178 -7.309978 5.1 -1.5 -0.1 1.442
O 3.386709 -2.521229 -5.095105 -0.4 0.7 -1.9 -0.777
S 2.915172 -2.666937 -3.656425 -0.1 0.1 0.7 1.049
O 4.095313 -2.826182 -2.812719 -0.1 0.1 -0.2 -0.695
O 2.025819 -3.840049 -3.595688 -0.3 0.1 -0.2 -0.549
O 2.156266 -1.429858 -3.323028 -0.4 0.2 -0.3 -0.643
```
Forces are in eV/Å.

=====

(2)
The molecule C5H8N2 in a non-equilibrium geometry. Source: OMol25; level of theory: the ωB97M-V functional and the def2-TZVPD basis.

Its LUMO energy is 1.05 eV. The HOMO-LUMO gap comes out at 8.9 eV. The total energy comes out at -304.81012 a.u. Its HOMO energy is -7.90 eV. The SMILES is Cc1c[nH]c(N)c1. The value obtained for the relative energy (zero: lowest compared OMol25 entry of this formula, charge and spin) is 15.9 kcal per mole.

XYZ file:
```
15
Properties=species:S:1:pos:R:3:forces:R:3:nbo_charge:R:1
C 1.643945 -0.757417 1.565658 0.0 -0.1 0.1 -0.624
C 0.507222 -0.500587 0.622617 -0.2 -0.2 0.0 -0.079
C -0.777974 -0.971681 0.621883 -0.1 0.0 0.2 -0.095
N -1.483971 -0.253033 -0.311343 -0.1 0.1 0.0 -0.500
C -0.672659 0.645414 -0.947448 0.0 -0.3 0.1 0.278
N -1.286631 1.556736 -1.851397 0.4 -0.1 -0.1 -0.852
C 0.592425 0.460161 -0.417600 -0.1 -0.5 -0.3 -0.362
H 2.573332 -0.320143 1.181198 -0.2 -0.2 0.0 0.214
H 1.447301 -0.255462 2.520724 0.0 -0.1 -0.1 0.217
H 1.811033 -1.816659 1.766736 0.0 0.0 0.0 0.212
H -1.230594 -1.787439 1.161805 -0.1 0.2 0.2 0.207
H -2.459645 -0.349449 -0.534612 0.0 0.1 0.2 0.415
H -1.068095 2.520431 -1.611797 0.0 -0.3 0.0 0.377
H -1.017208 1.405785 -2.817016 0.0 0.0 0.1 0.372
H 1.535722 0.450046 -0.925538 0.4 1.5 -0.2 0.219
```
Forces are in eV/Å.

=====

(3)
The molecule C4H7NO2. Source: OMol25; level of theory: the ωB97M-V functional and the def2-TZVPD basis.

Its LUMO energy is 0.79 eV. The HOMO-LUMO gap comes out at 9.7 eV. The total energy comes out at -361.76941 a.u. Its HOMO energy is -8.92 eV. The SMILES is C=CONC(C)=O. The value obtained for the relative energy (zero: lowest compared OMol25 entry of this formula, charge and spin) is 69.9 kcal per mole.

XYZ file:
```
14
Properties=species:S:1:pos:R:3:forces:R:3:nbo_charge:R:1
C -1.798878 1.132244 0.509379 0.1 -0.1 -0.1 -0.521
C -1.938763 0.378034 -0.571630 -0.3 0.3 -0.1 0.143
O -1.218719 -0.688484 -1.035760 -0.2 0.2 -0.4 -0.348
N -0.085585 -0.966083 -0.308077 0.2 0.0 0.3 -0.363
C 0.967953 -0.053437 -0.386194 0.0 0.2 0.1 0.650
C 2.109633 -0.521990 0.486373 0.2 0.0 0.1 -0.723
O 0.891339 1.026788 -0.923405 0.0 -0.6 0.1 -0.559
H -1.045998 0.990255 1.278141 -0.1 0.0 -0.2 0.209
H -2.457873 1.989969 0.596274 0.0 -0.3 0.1 0.219
H -2.691904 0.559615 -1.325240 -0.1 0.2 0.1 0.193
H 0.138675 -1.943069 -0.455640 0.0 0.1 0.2 0.387
H 1.688472 -0.843961 1.445364 0.2 0.1 -0.1 0.235
H 2.646455 -1.371594 0.046716 -0.1 0.2 0.0 0.230
H 2.795192 0.311715 0.643699 0.0 -0.2 -0.1 0.247
```
Forces are in eV/Å.

=====

(4)
The molecule C8H9N3S2 in a non-equilibrium geometry. Source: OMol25; level of theory: the ωB97M-V functional and the def2-TZVPD basis.

Its LUMO energy (spin up / spin down) is -1.77 / -1.77 eV. The HOMO-LUMO gap (spin up / spin down) comes out at 5.6 / 5.6 eV. The total energy comes out at -1270.64718 a.u. Its HOMO energy (spin up / spin down) is -7.39 / -7.39 eV. The value obtained for the relative energy (zero: lowest compared OMol25 entry of this formula, charge and spin) is 115.1 kcal per mole.

XYZ file:
```
22
Properties=species:S:1:pos:R:3:forces:R:3:nbo_charge:R:1
C -3.148125 0.205005 0.603606 -0.6 0.5 -0.7 -0.215
C -2.288503 1.243009 0.359546 1.1 0.9 0.2 -0.204
C -2.670384 -1.040477 0.782289 -0.3 -1.5 0.0 -0.209
C -0.916317 1.039341 0.331891 1.6 -1.4 -0.1 -0.216
C -1.326082 -1.315901 0.697416 1.2 -0.8 -0.1 -0.178
C -0.404603 -0.305813 0.423654 -2.5 1.4 0.0 -0.069
C 1.032270 -0.591808 0.151983 -2.0 0.0 1.4 0.093
C 1.575686 0.313825 -0.838890 2.7 0.3 -2.5 -0.590
N 1.517541 -1.533252 0.763347 2.9 -0.5 0.8 -0.335
N 2.373684 2.048439 0.813515 -0.9 -0.4 0.4 -1.127
N 5.037696 -1.142696 -0.598266 -2.5 1.9 0.5 -0.939
S 3.096556 1.206730 -0.253083 -0.4 0.3 -0.3 0.960
S 4.234555 -0.565211 0.643654 -0.3 -1.9 -1.6 0.625
H -4.212335 0.231194 0.486384 -0.4 0.8 0.2 0.212
H -2.655547 2.224392 0.178205 -0.3 0.7 0.0 0.212
H -3.461916 -1.785185 0.815212 0.6 -0.5 0.4 0.212
H -0.103441 1.803213 0.226272 -1.5 -0.2 0.1 0.234
H -0.953946 -2.341908 0.793732 -0.2 0.4 -0.1 0.229
H 1.728628 -0.246498 -1.797283 0.6 0.3 0.9 0.266
H 0.920535 1.094902 -1.146476 -0.3 0.7 0.1 0.258
H 2.764638 2.749795 1.428647 0.8 -0.2 -0.6 0.402
H 5.825795 -1.727487 -0.477340 0.9 -0.6 1.0 0.376
```
Forces are in eV/Å.

=====

(5)
A structure of composition C31H33AuN2OSSi. Source: OMol25; level of theory: the ωB97M-V functional and the def2-TZVPD basis.

Its LUMO energy is 0.00 eV. The HOMO-LUMO gap comes out at 6.9 eV. The total energy comes out at -2209.24206 a.u. Its HOMO energy is -6.91 eV. The value obtained for the relative energy (zero: lowest compared OMol25 entry of this formula, charge and spin) is 19.7 kcal per mole.

XYZ file:
```
70
Properties=species:S:1:pos:R:3:forces:R:3:nbo_charge:R:1
Au 0.132518 -1.304050 -0.080520 0.4 -0.8 0.1 1.413
C -2.868813 4.625614 -2.023819 0.0 0.0 0.0 -0.595
C -1.429754 4.109137 -1.894774 0.0 0.0 0.1 -0.081
C -1.166576 3.119211 -3.028879 0.0 0.0 0.0 -0.607
C -0.447717 5.279819 -2.037745 0.0 0.0 0.0 -0.596
C -1.246350 3.466625 -0.520142 0.0 0.1 0.0 0.018
C -1.430658 4.249935 0.639596 0.0 0.0 -0.1 -0.204
C -1.268676 3.742009 1.910132 0.0 -0.1 0.0 -0.203
C -0.908502 2.400491 2.036055 0.0 0.1 0.1 -0.248
S -0.604876 1.446439 3.453473 0.0 0.1 0.2 0.431
C -0.248818 0.071956 2.469381 0.1 -0.2 0.3 0.134
N -0.350729 0.313122 1.194859 -0.2 0.5 0.0 -0.555
C -0.725250 1.618171 0.905839 0.0 -0.2 -0.1 0.199
C -0.895476 2.139888 -0.373907 0.0 0.0 0.0 -0.244
C 0.149888 -1.243221 3.005667 -0.1 0.3 -0.3 -0.133
C 0.277336 -1.426807 4.384439 0.0 -0.1 0.1 -0.200
C 0.696202 -2.653003 4.857801 0.0 0.0 0.0 -0.248
C 0.976482 -3.675317 3.951476 0.0 0.0 0.1 -0.178
C 0.833010 -3.471745 2.586884 -0.1 0.1 -0.3 -0.277
C 0.418296 -2.241965 2.060392 -0.1 0.2 0.2 -0.352
H -3.021229 5.064673 -3.012475 0.0 0.0 0.0 0.209
H -3.091652 5.391887 -1.279604 0.0 0.0 0.0 0.206
H -3.585786 3.812153 -1.895969 0.0 0.0 0.0 0.213
H -1.305013 3.624025 -3.986435 0.0 0.0 0.0 0.213
H -1.855401 2.272468 -2.996400 0.0 0.0 0.0 0.212
H -0.145512 2.733137 -2.999673 0.0 0.0 0.0 0.215
H -0.545326 5.729395 -3.028619 0.0 0.0 0.0 0.208
H 0.582141 4.938528 -1.914965 0.0 0.0 0.0 0.218
H -0.634774 6.059273 -1.297583 0.0 0.0 0.0 0.206
H -1.704873 5.292285 0.536053 0.0 0.0 0.0 0.214
H -1.411488 4.368969 2.780221 0.0 0.0 0.0 0.224
H -0.722053 1.485917 -1.218099 0.0 0.0 0.0 0.237
H 0.061461 -0.627292 5.087352 0.0 0.0 0.0 0.203
H 0.807680 -2.817663 5.921760 0.0 0.0 0.0 0.211
H 1.310992 -4.635387 4.330005 0.0 0.0 0.0 0.205
H 1.057415 -4.297719 1.917481 0.0 0.0 0.0 0.200
C 1.770619 -4.036250 -2.953961 0.1 0.1 0.0 -0.262
C 0.697383 -4.885445 -3.190738 0.0 0.0 0.0 -0.145
C -0.525680 -4.620976 -2.606885 0.0 0.0 0.0 -0.233
C -0.666483 -3.499682 -1.797026 -0.2 0.0 0.1 0.199
N 0.382639 -2.679845 -1.606784 0.2 0.1 -0.3 -0.471
C 1.579093 -2.935234 -2.145949 -0.1 0.0 -0.1 0.077
C -1.872940 -3.096296 -1.064873 0.2 0.0 -0.1 -0.079
C -3.106037 -3.729566 -1.199949 -0.1 0.0 0.0 -0.188
C -4.199538 -3.275333 -0.487975 0.0 0.1 0.0 -0.232
C -4.059694 -2.178848 0.359009 -0.1 0.0 0.0 -0.182
C -2.835639 -1.548073 0.510936 0.1 0.0 0.0 -0.262
C -1.725783 -2.007307 -0.191302 0.0 0.0 0.2 -0.147
H 2.744408 -4.219808 -3.384908 0.0 0.0 0.0 0.231
H 0.818271 -5.755821 -3.822753 0.0 0.0 0.0 0.223
H -1.369291 -5.277864 -2.762151 0.0 0.0 0.0 0.224
H 2.351595 -2.218512 -1.892068 0.0 0.0 0.0 0.263
H -3.217594 -4.572951 -1.870514 0.0 0.0 0.0 0.206
H -5.157747 -3.765876 -0.593483 0.0 0.0 0.0 0.216
H -4.917295 -1.814428 0.911178 0.0 0.0 0.0 0.215
H -2.750296 -0.702845 1.181676 0.0 0.0 0.0 0.219
C 3.392783 -0.010872 2.222927 0.0 0.0 0.2 -1.147
Si 3.199313 0.247492 0.381686 -0.1 -0.1 0.1 1.929
C 4.838002 -0.144779 -0.429468 0.1 0.0 -0.1 -1.138
C 2.816962 2.059690 0.102529 -0.1 0.1 0.0 -1.146
O 2.081598 -0.716198 -0.280376 -0.1 -0.1 -0.2 -1.295
H 4.253166 0.547398 2.604653 0.0 0.0 0.0 0.229
H 3.540733 -1.070127 2.451060 0.0 0.0 0.0 0.239
H 2.511291 0.322500 2.777585 0.0 0.0 0.0 0.222
H 5.637726 0.495226 -0.045447 0.0 0.0 0.0 0.228
H 4.788094 -0.006647 -1.512935 0.0 0.0 0.0 0.228
H 5.116757 -1.183362 -0.230191 0.0 0.0 0.0 0.230
H 3.625072 2.702928 0.462915 0.0 0.0 0.0 0.230
H 1.902060 2.352260 0.626487 0.0 0.0 0.0 0.223
H 2.668333 2.264490 -0.962164 0.0 0.0 0.0 0.228
```
Forces are in eV/Å.